No. 1
Formula: C25H23O20P
Source: the OMol25 dataset
Level of theory: ωB97M-V/def2-TZVPD

Gap between HOMO and LUMO in eV: 7.48
Charge: 0
DFT total energy in eV: -76529.10612
HOMO in eV: -9.42
SMILES string: O=C(O)CCC[C@]1(P(=O)(O)O)COC(=O)O1.O=C1C=C(O)C(=O)C=C1O.O=C1C=C(O)C(=O)C=C1O.O=C1C=C(O)C(=O)C=C1O
LUMO energy in eV: -1.95

Cartesian coordinates (Å):
O 2.42537 2.67105 4.73559
C 2.08889 2.59038 3.41954
O 3.22511 2.49430 2.47564
C 0.50537 2.54364 2.89896
C -0.13766 1.14520 3.46332
C -1.58970 1.29797 4.20998
C -2.87528 1.42284 3.16676
P -3.83216 3.08439 3.14898
O -4.60834 3.32165 1.75660
O -2.75559 4.46740 3.43123
O -5.03857 3.18346 4.44661
C -4.06086 0.37904 3.71604
O -4.02836 -0.82042 2.81965
C -3.04692 -0.48383 1.77335
O -2.62206 -1.48248 0.99487
O -2.70412 0.96549 1.77650
H 3.76775 3.33634 2.45615
H 0.54794 2.44818 1.71909
H -0.01374 3.52162 3.27911
H -0.20380 0.34268 2.59837
H 0.62961 0.71408 4.25347
H -1.65453 2.22544 4.94596
H -1.79232 0.30409 4.83187
H -3.32951 5.24723 3.11955
H -5.90005 2.97079 3.95692
H -5.18605 0.73759 3.54139
H -4.00845 0.17928 4.88603
O -4.39548 -2.39987 -2.21989
C -4.21425 -3.58792 -1.97761
C -3.94517 -4.07974 -0.61735
C -3.73569 -5.37788 -0.39021
O -3.48496 -5.84728 0.88611
C -3.76287 -6.37115 -1.49873
O -3.54836 -7.55517 -1.26156
C -4.05575 -5.88310 -2.85516
C -4.26870 -4.58544 -3.08198
O -4.54715 -4.11961 -4.35383
H -3.92606 -3.34651 0.17873
H -3.36633 -6.81730 0.78867
H -4.09011 -6.61869 -3.64892
H -4.65977 -3.14891 -4.25726
O 9.57070 3.79507 1.00003
C 8.69732 4.55884 1.39613
C 7.40879 4.07580 1.91668
C 6.47255 4.93473 2.32452
O 5.26040 4.48754 2.81738
C 6.69402 6.40564 2.26534
O 5.80754 7.17063 2.63019
C 7.99135 6.88836 1.76755
C 8.92907 6.02949 1.36290
O 10.15188 6.47568 0.89624
H 7.26027 3.00415 1.95202
H 4.75556 5.29893 3.04383
H 8.14562 7.95985 1.74671
H 10.65430 5.66451 0.66419
O 0.70140 -1.65134 -5.75737
C 0.17629 -2.72356 -6.03594
C -1.13365 -3.12007 -5.49610
C -1.66993 -4.30200 -5.80610
O -2.90191 -4.67986 -5.30445
C -0.96548 -5.25973 -6.70200
O -1.47528 -6.34637 -6.95397
C 0.33308 -4.85364 -7.26119
C 0.86795 -3.67029 -6.95406
O 2.08691 -3.28058 -7.47788
H -1.63371 -2.41519 -4.84431
H -3.07005 -5.57475 -5.67241
H 0.82599 -5.55235 -7.92540
H 2.25775 -2.38831 -7.10512



No. 2
Formula: C24H46Cl3F8LiNO10
Source: the OMol25 dataset
Level of theory: ωB97M-V/def2-TZVPD

Gap between HOMO and LUMO in eV: 8.78
Charge: +1
DFT total energy in eV: -107097.21698
HOMO in eV: -12.24
LUMO energy in eV: -3.46

Cartesian coordinates (Å):
Li 2.23572 -0.59206 1.79665
C -1.41647 -5.93679 -0.50993
O -1.87219 -4.58026 -0.35762
C -0.95720 -3.69027 -0.94322
C -1.55765 -2.30319 -0.81692
N -1.74924 -1.97596 0.65534
H -2.30261 -2.68142 1.16169
H -0.86032 -2.06177 1.15090
C -2.47050 -0.69384 1.05028
C -3.94069 -0.77925 0.77804
O -4.40919 -2.05837 1.09701
C -5.79796 -2.15409 1.26776
H -0.94942 -6.25574 -1.43970
H -2.23022 -6.62183 -0.27802
H -0.72253 -6.06369 0.32978
H -0.76851 -3.89561 -1.99779
H -0.01605 -3.61447 -0.37526
H -2.60315 -2.28053 -1.12636
H -0.95599 -1.53795 -1.30562
H -1.93414 0.06492 0.47589
H -2.15714 -0.49019 2.07403
H -4.18291 -0.48237 -0.25056
H -4.50720 -0.03486 1.35309
H -6.19437 -1.50756 2.05914
H -6.06448 -3.19239 1.43830
H -6.32310 -1.81275 0.36486
Cl 1.66571 0.42093 -1.02251
O 1.79850 1.18414 -2.20756
O 1.62254 -0.97811 -1.41880
O 2.78880 0.65746 -0.12791
O 0.48449 0.70553 -0.22225
C -0.45587 -1.00750 -4.87717
C 0.95072 -0.58931 -5.31965
C 1.08568 0.94138 -5.55035
F 2.36957 1.32277 -5.74596
F 0.36804 1.30263 -6.64313
F 1.94770 -0.96607 -4.49479
F 1.18945 -1.23040 -6.49380
O -0.91746 -0.35940 -3.71070
C -2.04003 0.41057 -3.80349
C -2.47998 0.87825 -2.42003
F -3.49762 1.75944 -2.57537
F -2.97502 -0.14019 -1.65228
F -1.75710 1.53911 -4.49341
F -3.02493 -0.21261 -4.46629
H -0.41971 -2.08691 -4.72307
H -1.13562 -0.78894 -5.70141
H 0.73619 1.46270 -4.65288
H -1.64212 1.35213 -1.90143
C -2.76204 4.23764 0.29926
C -4.19664 4.22395 0.90287
C -4.15205 3.02561 1.84871
O -2.91360 2.35983 1.68461
C -2.28802 2.80319 0.50007
H -2.11702 4.89766 0.87704
H -2.73472 4.44405 -0.76961
H -4.97263 4.19242 0.14151
H -4.37513 5.15388 1.44299
H -4.90361 2.27578 1.54870
H -4.35561 3.18795 2.90808
H -2.70911 2.14102 -0.27468
H -1.20030 2.73614 0.47001
C 1.25232 3.10815 4.04466
C 0.14483 2.71379 3.05882
C 0.35138 1.21183 2.91438
O 1.76435 1.09927 2.91151
C 2.39166 2.15629 3.63936
H 0.84788 2.90209 5.03536
H 1.45527 4.16281 3.87476
H 0.25309 3.12658 2.05256
H -0.85197 3.03062 3.36492
H -0.16255 0.99888 1.97266
H -0.20468 0.69234 3.70230
H 3.00511 2.74168 2.95368
H 2.95280 1.81020 4.50469
C 6.29261 -1.45544 2.84696
C 6.44823 0.08422 2.58839
C 5.09121 0.51260 2.06956
O 4.16385 -0.53349 2.46786
C 4.90234 -1.77699 2.34084
H 6.30594 -1.58980 3.92712
H 7.04545 -2.10117 2.40185
H 7.32428 0.19712 1.95530
H 6.65572 0.53283 3.55824
H 5.10702 0.56957 0.97996
H 4.76715 1.45049 2.50380
H 4.81304 -2.20885 1.34089
H 4.35453 -2.41454 3.04078
C 4.90152 -0.97716 -2.17660
Cl 5.24458 -2.65203 -2.68219
Cl 6.41116 -0.07979 -2.16495
H 4.22804 -0.45368 -2.84949
H 4.46990 -0.88283 -1.18511



No. 3
Formula: HO3PS2
Source: the OMol25 dataset
Level of theory: ωB97M-V/def2-TZVPD

Gap between HOMO and LUMO in eV: 7.91
Charge: 0
DFT total energy in eV: -37117.77297
HOMO in eV: -9.45
Energy above the lowest of the compared OMol25 structures with the same formula, charge and spin in kcal per mole: 31.5
LUMO energy in eV: -1.53

Cartesian coordinates (Å):
O 1.48754 0.24132 1.26095
O 0.78602 2.07834 -0.11713
O -1.01513 -0.25769 -0.97502
P -1.13029 -0.91404 0.57860
S -0.50317 -2.72777 0.10600
S 1.54172 0.88508 0.00315
H -1.16669 0.69476 -0.85656



No. 4
Formula: C28H26N9O4OsS2Se
Source: the OMol25 dataset
Level of theory: ωB97M-V/def2-TZVPD

Gap between HOMO and LUMO (spin up / spin down) in eV: 4.28 / 4.45
Charge: +3
DFT total energy in eV: -140513.00507
HOMO (spin up / spin down) in eV: -15.85 / -15.93
Energy above the lowest of the compared OMol25 structures with the same formula, charge and spin in kcal per mole: 30.5
LUMO energy (spin up / spin down) in eV: -11.57 / -11.48

Cartesian coordinates (Å):
Os 0.29450 -0.16493 -0.05029
S 0.93096 2.49369 0.80738
C -0.41253 2.52376 -0.22838
N -0.92373 1.37579 -0.62799
C -2.14655 1.53723 -1.28460
C -2.98160 0.52957 -1.75938
C -4.18776 0.88064 -2.33133
C -4.56895 2.22043 -2.43554
C -3.74425 3.22830 -1.97449
C -2.52945 2.87261 -1.39943
S -1.31736 3.91267 -0.69091
H -2.68286 -0.50533 -1.64340
H -4.85705 0.11092 -2.69201
H -5.52522 2.47145 -2.87256
H -4.03675 4.26742 -2.05218
N -0.37382 -1.87618 -0.94257
N -0.28407 -1.91915 -2.36308
C 0.66407 -1.16102 -2.95230
N 0.97271 -1.27147 -4.22469
N 1.17208 -0.34271 -2.05793
N 2.36152 0.35517 -2.23981
O 2.98719 0.26270 -3.27976
O 2.71758 0.98973 -1.27088
H 0.18825 -2.62369 -0.53112
H -1.34102 -2.00145 -0.65844
H -0.79967 -2.60312 -2.89586
H 0.53029 -1.94512 -4.83169
H 1.72238 -0.70777 -4.60072
Se -1.58247 1.23215 2.48113
N -0.76832 -0.20727 1.70020
C -0.85781 -1.24423 2.56551
C -0.37742 -2.56158 2.37470
C -0.53646 -3.46394 3.38892
C -1.16061 -3.12697 4.62311
C -1.65550 -1.88335 4.83938
C -1.52059 -0.91572 3.80542
N -1.96138 0.33069 3.89106
H 0.10137 -2.83690 1.44482
H -0.18755 -4.47896 3.25122
H -1.24153 -3.88223 5.39316
H -2.14459 -1.59953 5.76147
C 4.12704 -4.03869 3.50149
O 3.87082 -3.57103 2.16434
C 3.00807 -4.24433 1.39099
C 2.15795 -5.24738 1.85512
C 1.34000 -5.94690 0.98610
C 1.34769 -5.65828 -0.37675
C 2.19490 -4.68014 -0.85207
C 3.02049 -3.96469 0.01560
N 4.01710 -3.12619 -0.56128
C 4.61610 -2.07178 -0.10744
C 4.20650 -1.17409 0.94233
C 5.20971 -0.49496 1.60373
C 4.93592 0.35734 2.68269
C 3.61209 0.56999 3.08302
C 2.58732 -0.02955 2.39757
C 2.83160 -0.89116 1.28456
O 1.87483 -1.32304 0.54907
H 4.97334 -3.46004 3.85726
H 4.38488 -5.09689 3.50369
H 3.26813 -3.85455 4.14747
H 2.16504 -5.50120 2.90632
H 0.71314 -6.74335 1.36536
H 0.73200 -6.23220 -1.05624
H 2.26675 -4.48843 -1.91912
H 4.41476 -3.52035 -1.40917
H 5.55005 -1.83103 -0.60722
H 6.23652 -0.67522 1.30642
H 5.74826 0.84537 3.20547
H 3.39764 1.21736 3.92302
H 1.56030 0.15862 2.67623



Please write out number 4 again, unchanged.
Formula: C28H26N9O4OsS2Se
Source: the OMol25 dataset
Level of theory: ωB97M-V/def2-TZVPD

Gap between HOMO and LUMO (spin up / spin down) in eV: 4.28 / 4.45
Charge: +3
DFT total energy in eV: -140513.00507
HOMO (spin up / spin down) in eV: -15.85 / -15.93
Energy above the lowest of the compared OMol25 structures with the same formula, charge and spin in kcal per mole: 30.5
LUMO energy (spin up / spin down) in eV: -11.57 / -11.48

Cartesian coordinates (Å):
Os 0.29450 -0.16493 -0.05029
S 0.93096 2.49369 0.80738
C -0.41253 2.52376 -0.22838
N -0.92373 1.37579 -0.62799
C -2.14655 1.53723 -1.28460
C -2.98160 0.52957 -1.75938
C -4.18776 0.88064 -2.33133
C -4.56895 2.22043 -2.43554
C -3.74425 3.22830 -1.97449
C -2.52945 2.87261 -1.39943
S -1.31736 3.91267 -0.69091
H -2.68286 -0.50533 -1.64340
H -4.85705 0.11092 -2.69201
H -5.52522 2.47145 -2.87256
H -4.03675 4.26742 -2.05218
N -0.37382 -1.87618 -0.94257
N -0.28407 -1.91915 -2.36308
C 0.66407 -1.16102 -2.95230
N 0.97271 -1.27147 -4.22469
N 1.17208 -0.34271 -2.05793
N 2.36152 0.35517 -2.23981
O 2.98719 0.26270 -3.27976
O 2.71758 0.98973 -1.27088
H 0.18825 -2.62369 -0.53112
H -1.34102 -2.00145 -0.65844
H -0.79967 -2.60312 -2.89586
H 0.53029 -1.94512 -4.83169
H 1.72238 -0.70777 -4.60072
Se -1.58247 1.23215 2.48113
N -0.76832 -0.20727 1.70020
C -0.85781 -1.24423 2.56551
C -0.37742 -2.56158 2.37470
C -0.53646 -3.46394 3.38892
C -1.16061 -3.12697 4.62311
C -1.65550 -1.88335 4.83938
C -1.52059 -0.91572 3.80542
N -1.96138 0.33069 3.89106
H 0.10137 -2.83690 1.44482
H -0.18755 -4.47896 3.25122
H -1.24153 -3.88223 5.39316
H -2.14459 -1.59953 5.76147
C 4.12704 -4.03869 3.50149
O 3.87082 -3.57103 2.16434
C 3.00807 -4.24433 1.39099
C 2.15795 -5.24738 1.85512
C 1.34000 -5.94690 0.98610
C 1.34769 -5.65828 -0.37675
C 2.19490 -4.68014 -0.85207
C 3.02049 -3.96469 0.01560
N 4.01710 -3.12619 -0.56128
C 4.61610 -2.07178 -0.10744
C 4.20650 -1.17409 0.94233
C 5.20971 -0.49496 1.60373
C 4.93592 0.35734 2.68269
C 3.61209 0.56999 3.08302
C 2.58732 -0.02955 2.39757
C 2.83160 -0.89116 1.28456
O 1.87483 -1.32304 0.54907
H 4.97334 -3.46004 3.85726
H 4.38488 -5.09689 3.50369
H 3.26813 -3.85455 4.14747
H 2.16504 -5.50120 2.90632
H 0.71314 -6.74335 1.36536
H 0.73200 -6.23220 -1.05624
H 2.26675 -4.48843 -1.91912
H 4.41476 -3.52035 -1.40917
H 5.55005 -1.83103 -0.60722
H 6.23652 -0.67522 1.30642
H 5.74826 0.84537 3.20547
H 3.39764 1.21736 3.92302
H 1.56030 0.15862 2.67623



Question: What is the formula in the first record?
Answer: C25H23O20P